[1]
Molecular formula: C3H5NO2
Method: DFT, ωB97M-V/def2-TZVPD

Output
- Total charge: 0
- Gap between HOMO and LUMO: 0.4053 hartree
- Strongest force on any atom: 3.43 eV/Å
- ΔE to the lowest compared entry with this formula, charge and spin: 235.3 kJ/mol
- SMILES: [H]/N=C\OC(C)=O

```
11
Properties=species:S:1:pos:R:3:forces:R:3
H -1.34660 -2.31042 -0.82604 0.93 -0.61 -0.85
N -1.36806 -2.40489 0.17925 0.07 -0.43 -1.02
C -0.87786 -1.38357 0.74952 -1.97 -0.70 -1.14
O -0.21580 -0.44655 -0.03443 -0.11 -0.12 0.35
C 0.31752 0.73528 0.42810 -0.10 0.16 0.47
C 1.11272 1.40270 -0.66864 -0.05 0.00 0.04
O 0.14952 1.14656 1.53935 0.04 -0.22 -0.36
H -1.70405 -1.41517 1.46407 1.37 2.15 2.29
H 1.98314 0.78930 -0.92220 -0.16 0.04 0.07
H 0.50393 1.49882 -1.57186 0.06 -0.05 0.14
H 1.44552 2.38794 -0.33713 -0.10 -0.21 0.01
```
Positions in Å, forces in eV/Å.

[2]
Molecular formula: CH2N4O3
Method: DFT, ωB97M-V/def2-TZVPD

Output
- Total charge: 0
- Gap between HOMO and LUMO: 0.3579 hartree
- Strongest force on any atom: 6.38 eV/Å
- ΔE to the lowest compared entry with this formula, charge and spin: 244.2 kJ/mol
- SMILES: O=c1n(O)nnn1O

```
10
Properties=species:S:1:pos:R:3:forces:R:3
O 0.07884 2.01449 -0.06498 -0.24 -2.11 -0.47
C 0.03219 0.81069 -0.18871 0.73 2.03 1.66
N -1.03427 -0.09585 -0.36945 -3.94 -0.98 3.03
O -2.22479 -0.07500 0.63196 -2.41 1.75 -3.72
N -0.59939 -1.37659 -0.06295 2.19 0.22 -2.95
N 0.67080 -1.31223 -0.21770 -2.63 -5.45 1.98
N 1.11145 -0.14452 -0.23324 2.31 3.44 0.78
O 2.36271 -0.14075 0.64300 -0.76 2.74 -5.72
H -3.24544 0.03871 0.07263 4.99 -0.35 1.87
H 2.84790 0.28104 -0.21056 -0.24 -1.28 3.54
```
Positions in Å, forces in eV/Å.

[3]
Molecular formula: C4H11N2O
Method: DFT, ωB97M-V/def2-TZVPD

Output
- Total charge: +1
- Gap between HOMO and LUMO: 0.3737 hartree
- Strongest force on any atom: 4.64 eV/Å
- ΔE to the lowest compared entry with this formula, charge and spin: 192.1 kJ/mol

```
18
Properties=species:S:1:pos:R:3:forces:R:3
C 2.68925 -0.68474 -0.37226 -0.17 -1.63 4.34
C -0.42838 0.28554 0.05723 1.30 -1.71 -0.99
C -1.23648 1.30735 0.74002 -0.27 1.39 0.89
C -2.59292 -0.77853 -0.42611 1.33 1.13 -0.83
N 3.36376 0.29865 0.09563 0.76 0.88 -1.12
N -1.11690 -0.71519 -0.51389 -0.37 -0.02 0.00
O 0.84270 0.26855 0.03650 -1.65 0.54 0.26
H 2.49739 -1.56538 0.36448 0.17 1.80 -1.56
H -2.06224 0.75660 1.28153 0.84 1.21 -0.48
H -1.62104 2.11120 0.03585 0.16 -1.20 0.71
H -0.57113 1.84923 1.44431 -0.54 -0.43 -0.29
H -2.88327 0.25533 -0.67220 -0.81 -0.91 0.16
H -3.07543 -1.54124 -1.00028 0.28 -0.12 -1.22
H -2.82264 -1.10358 0.53798 -0.71 0.16 1.94
H 3.67008 1.09443 -0.46687 -0.38 -0.46 -0.13
H -0.59549 -1.50544 -0.84544 0.12 -0.10 -0.17
H 3.47263 0.48039 1.06888 0.10 -0.45 0.78
H 2.47012 -0.81316 -1.36538 -0.15 -0.07 -2.27
```
Positions in Å, forces in eV/Å.

[4]
Molecular formula: C11H20N2O3
Method: DFT, ωB97M-V/def2-TZVPD

Output
- Total charge: 0
- Gap between HOMO and LUMO: 0.3757 hartree
- Strongest force on any atom: 8.25 eV/Å
- ΔE to the lowest compared entry with this formula, charge and spin: 660.6 kJ/mol
- SMILES: CC(C)C[C@H](NC(=O)[C@@H]1CCCN1)C(=O)O

```
36
Properties=species:S:1:pos:R:3:forces:R:3
C -3.37565 2.27345 0.56310 -3.45 0.18 -1.72
C -2.36625 1.12842 0.04653 0.03 1.13 1.45
C -2.52821 0.80204 -1.38944 0.22 -2.77 -0.27
C -2.10650 -0.05455 1.04517 -4.79 3.53 5.71
C -1.35790 -1.23170 0.72679 0.82 -1.08 -0.25
N -0.14751 -0.74204 0.10372 3.30 2.33 -1.91
C 1.06462 -1.45821 -0.10144 -2.48 0.41 1.97
O 1.20240 -2.58097 0.35214 -0.74 -1.04 -0.74
C 2.24986 -0.66772 -0.49914 0.83 0.50 -2.79
C 3.43837 -0.91321 0.39763 0.15 -2.91 2.12
C 4.34245 0.24171 -0.04628 2.57 -0.14 -0.62
C 3.32473 1.42222 -0.48458 -2.04 -1.32 0.81
N 1.93837 0.69099 -0.25855 1.35 3.27 -0.05
C -2.19550 -2.13732 -0.20982 -2.63 3.77 -0.77
O -3.23877 -1.71174 -0.74020 2.42 -2.19 1.78
O -1.60229 -3.23506 -0.46246 2.16 -2.08 -0.21
H -3.46998 3.49665 0.12015 1.42 -3.75 1.33
H -3.57133 2.27664 1.74249 0.28 -0.08 -2.82
H -4.37873 1.87352 -0.14663 2.15 1.07 2.86
H -1.37097 1.43164 0.16456 1.49 1.98 -0.53
H -1.70545 0.04411 -1.57136 -1.26 0.55 -0.33
H -3.52237 0.35104 -1.62181 0.93 0.44 0.00
H -2.26734 1.57794 -2.04829 -0.05 1.50 -0.65
H -1.42797 0.41752 1.89707 -1.61 -0.45 -1.35
H -3.21661 -0.27762 1.70479 3.32 0.12 -2.09
H -0.97049 -1.66062 1.67576 -0.97 -0.72 -0.46
H 0.01351 0.36432 0.08798 -0.64 -3.49 -0.58
H 2.61200 -0.60620 -1.68281 -1.14 -1.21 2.79
H 3.07567 -0.89341 1.62469 0.92 0.46 -3.46
H 3.82565 -2.03661 0.35568 -0.34 2.59 -0.31
H 5.22005 0.25819 0.71553 -1.63 1.13 -1.17
H 4.88930 0.02749 -1.07013 -1.02 -0.18 2.08
H 3.34167 1.48092 -1.58354 0.31 0.22 0.44
H 3.24810 2.47652 -0.08657 0.56 -1.46 0.03
H 1.72091 0.68226 0.73476 0.32 0.80 0.25
H -0.68783 -3.11062 -0.05548 -0.76 -1.10 -0.54
```
Positions in Å, forces in eV/Å.

[5]
Molecular formula: C2H3Cl2OP
Method: DFT, ωB97M-V/def2-TZVPD

Output
- Total charge: 0
- Gap between HOMO and LUMO (spin up / spin down): 0.2267 / 0.2508 hartree
- Spin multiplicity: 3
- Strongest force on any atom: 5.21 eV/Å
- ΔE to the lowest compared entry with this formula, charge and spin: 2.6 kJ/mol

```
9
Properties=species:S:1:pos:R:3:forces:R:3
C 2.06103 -0.12385 0.16120 -2.34 3.62 2.92
C -1.53224 -0.06726 -0.53089 1.91 -0.59 0.74
O 2.61194 -0.98384 -0.43054 1.85 -3.46 -2.93
P 0.29321 0.72416 -0.10350 -0.58 0.42 -1.05
Cl -1.65756 -1.73424 0.05580 -0.13 -0.13 -0.10
Cl -2.65106 0.98939 0.29865 -0.08 0.30 -0.07
H -1.72200 -0.06211 -1.60130 0.07 0.12 0.15
H 2.54261 0.57068 0.88123 -0.54 -0.40 0.01
H 0.05407 0.68707 1.26936 -0.15 0.11 0.34
```
Positions in Å, forces in eV/Å.

[6]
Molecular formula: C2H3Br2NO3
Method: DFT, ωB97M-V/def2-TZVPD

Output
- Total charge: 0
- Gap between HOMO and LUMO: 0.3312 hartree
- Strongest force on any atom: 3.22 eV/Å
- ΔE to the lowest compared entry with this formula, charge and spin: 230.4 kJ/mol

```
11
Properties=species:S:1:pos:R:3:forces:R:3
C 0.09584 -0.20528 1.01627 -1.69 -0.72 -2.64
C -0.43729 -0.79589 -1.01979 -0.45 -1.43 2.27
N 1.00163 0.87831 0.83202 2.00 1.56 -0.64
O 2.18639 0.83634 1.14557 -0.86 -1.22 0.30
O 0.55806 1.85839 0.26249 -0.91 0.40 -0.47
O 0.15511 0.02213 -1.84204 -0.14 1.46 -0.33
Br -1.39494 0.30311 2.01923 -0.35 0.16 0.11
Br -2.40846 -0.95477 -0.93737 0.49 0.58 -0.20
H 0.51854 -1.04162 1.45462 1.16 -1.36 0.67
H -0.21876 -1.87635 -1.27284 0.59 1.42 0.88
H -0.05613 0.97563 -1.65816 0.16 -0.87 0.05
```
Positions in Å, forces in eV/Å.

[7]
Molecular formula: C4H8OS
Method: DFT, ωB97M-V/def2-TZVPD

Output
- Total charge: 0
- Gap between HOMO and LUMO: 0.3743 hartree
- Strongest force on any atom: 2.94 eV/Å
- ΔE to the lowest compared entry with this formula, charge and spin: 144.9 kJ/mol
- SMILES: OC/C=C/CS

```
14
Properties=species:S:1:pos:R:3:forces:R:3
O 1.19481 -0.14592 2.46386 0.11 1.71 1.23
C 1.11776 -0.94087 1.34895 0.31 -1.99 -2.15
C 0.92198 -0.19431 0.07795 -2.19 0.22 -0.15
C -0.25462 -0.22976 -0.56784 -0.29 0.60 1.23
C -0.69463 0.77823 -1.60968 0.58 -0.73 0.40
S -2.37769 1.50653 -1.30724 1.00 0.07 0.17
H 0.66431 0.68329 2.38270 0.51 -1.17 -0.21
H 2.08149 -1.52455 1.16291 -1.13 0.43 1.10
H 0.23282 -1.61567 1.40072 0.77 -0.13 0.25
H 1.64434 0.52560 -0.19638 0.88 0.74 -0.31
H -1.03218 -0.93442 -0.18611 0.61 0.48 -0.46
H 0.13195 1.50966 -1.73498 -0.98 -0.10 -0.04
H -0.82030 0.19988 -2.49488 0.07 -0.04 -1.13
H -2.81004 0.38232 -0.73999 -0.25 -0.10 0.08
```
Positions in Å, forces in eV/Å.

[8]
Molecular formula: C18H36O8S
Method: DFT, ωB97M-V/def2-TZVPD

Output
- Total charge: 0
- Gap between HOMO and LUMO: 0.3629 hartree
- Strongest force on any atom: 2.46 eV/Å
- ΔE to the lowest compared entry with this formula, charge and spin: 237.4 kJ/mol
- SMILES: O=S1(=O)OCCO1.C1CCOC1.C1CCOC1.C1CCOC1.C1CCOC1

```
63
Properties=species:S:1:pos:R:3:forces:R:3
O 5.00226 -3.51432 21.41627 -0.49 0.16 -0.12
S 3.60367 -3.27879 21.24450 0.22 -0.71 -0.22
O 3.02391 -2.12333 21.86242 0.12 -0.68 -1.03
O 3.25059 -3.45887 19.64558 -0.17 0.36 2.25
C 2.70425 -4.78575 19.44124 -0.39 1.18 -2.12
C 2.12833 -5.28719 20.73236 -0.35 -0.82 -0.43
O 2.81106 -4.59507 21.76224 0.37 0.41 0.12
H 1.93169 -4.61874 18.68294 -0.10 -0.20 0.18
H 3.47857 -5.36346 18.93551 0.14 -0.34 0.65
H 2.27032 -6.37208 20.73424 0.50 0.11 0.69
H 1.05215 -5.15565 20.83111 0.07 0.61 -0.03
C -0.90197 -7.91942 18.62699 0.45 0.86 0.33
C -1.78529 -9.14980 18.87453 0.79 0.83 0.69
C -3.19617 -8.56912 18.95598 0.06 0.05 0.20
O -3.03548 -7.18587 19.23604 -0.15 0.59 -0.12
C -1.64846 -6.79706 19.34815 -1.53 -0.86 -0.27
H -0.76953 -7.61483 17.58835 -0.06 -0.31 -0.09
H 0.08064 -8.00451 19.09939 0.08 -0.30 -0.33
H -1.48530 -9.41437 19.89331 -0.26 -0.58 -0.09
H -1.57048 -9.97827 18.20835 -0.33 -0.04 -0.12
H -3.73689 -9.01123 19.79794 -0.12 -0.14 -0.18
H -3.80856 -8.64730 18.05547 0.17 -0.24 -0.10
H -1.48211 -6.71054 20.42718 0.65 0.05 -0.12
H -1.57690 -5.83422 18.84565 0.31 0.06 0.17
C 4.05022 1.21293 24.48630 0.92 0.23 -0.36
C 3.00519 0.12954 24.65996 -0.01 -0.45 -0.09
C 1.85086 0.96755 25.13703 -0.69 0.15 -0.17
O 1.86930 2.12788 24.28464 0.41 -0.13 0.36
C 3.21066 2.28930 23.79931 0.27 -0.21 0.18
H 4.88082 0.90510 23.84521 -0.15 -0.07 -0.09
H 4.54467 1.57194 25.39286 -0.49 -0.12 0.28
H 3.26311 -0.69782 25.32068 0.09 0.14 0.12
H 2.80213 -0.29040 23.67123 -0.11 -0.06 0.08
H 2.00281 1.18934 26.20199 -0.01 0.46 -0.09
H 0.83967 0.56771 25.04346 0.16 -0.34 -0.08
H 3.54437 3.30633 24.00493 0.01 0.01 -0.09
H 3.27727 2.07134 22.72849 -0.42 0.35 -0.07
C -1.51795 -2.55466 16.06241 -1.22 0.30 -1.09
C -0.28867 -2.09966 15.31018 -0.02 1.86 -0.23
C 0.74422 -3.14588 15.68052 0.17 -0.20 0.47
O 0.25016 -3.78596 16.89713 -0.03 0.10 -0.71
C -0.90812 -3.05663 17.33443 -0.11 -1.09 -0.85
H -2.04241 -3.27213 15.41457 0.45 -0.75 0.60
H -2.33926 -1.83629 16.15798 0.59 0.53 0.43
H 0.02568 -1.09374 15.62178 -0.01 -0.22 0.39
H -0.52168 -1.92177 14.25756 0.36 -0.67 -0.13
H 1.72507 -2.78107 15.99121 0.00 0.36 -0.59
H 0.85114 -3.82841 14.83230 0.06 -0.50 0.50
H -0.59958 -2.18478 17.91884 -0.25 -0.34 0.57
H -1.54303 -3.82091 17.78581 0.05 0.56 0.72
C -2.32033 -3.31308 22.34202 -0.12 1.19 -0.02
C -1.44682 -2.37369 23.22313 -0.73 0.63 -0.27
C -0.08923 -2.38207 22.50981 0.73 -0.50 1.36
O -0.21062 -3.16867 21.35651 0.02 -0.74 -0.75
C -1.57967 -3.26706 21.01020 0.02 -0.80 -0.08
H -3.35036 -2.97502 22.21896 0.02 0.09 0.16
H -2.36576 -4.30730 22.78295 0.23 -0.13 -0.24
H -1.44252 -2.70509 24.26118 0.41 -0.21 -0.09
H -1.80064 -1.33988 23.28831 -0.38 -0.17 -0.32
H 0.59897 -2.89922 23.19095 0.35 0.26 -0.37
H 0.35238 -1.42325 22.22324 -0.36 0.15 0.34
H -1.73516 -4.19556 20.45641 0.17 0.04 -0.07
H -1.83041 -2.45020 20.32435 -0.39 0.21 0.36
```
Positions in Å, forces in eV/Å.